# 1
Computed, not measured: a 2-piece molecular cluster, C11H17N2 overall in a non-equilibrium geometry, with wB97M-V/def2-TZVPD.

Structure (XYZ):
```
30
Properties=species:S:1:pos:R:3:lowdin_charge:R:1
C -1.5554 2.0305 -0.7529 -0.045
C -0.4147 -1.5150 -0.6266 -0.230
C -0.1871 -0.1809 -1.0102 -0.190
C -1.3310 0.5657 -0.5369 -0.262
C -2.2216 -0.3216 -0.0357 -0.041
C 0.4551 -2.5742 -0.8587 -0.004
C 1.6024 -2.2668 -1.5716 -0.076
C 0.9980 0.0789 -1.7116 -0.051
C 1.8677 -0.9618 -1.9905 -0.083
N -1.6515 -1.5941 0.0052 0.080
H -2.2181 -2.4175 -0.1293 0.157
H 0.2389 -3.5705 -0.5231 0.116
H -3.2085 -0.2701 0.3988 0.134
H 2.2921 -3.0871 -1.7122 0.110
H 1.1531 1.0628 -2.1462 0.114
H -0.7024 2.6118 -1.1020 0.074
H -1.9307 2.5503 0.1381 0.077
H 2.7202 -0.7991 -2.6298 0.107
H -2.3662 2.2057 -1.4653 0.090
C 0.2136 1.3162 2.4768 -0.190
C 0.6320 2.4653 3.3970 -0.055
N 1.2107 1.0696 1.3986 0.207
H 0.1331 0.4248 3.0924 0.133
H -0.7563 1.4159 2.0607 0.096
H 1.0741 2.0235 4.2992 0.086
H -0.1917 3.0515 3.7897 0.088
H 2.1622 1.0716 1.7555 0.175
H 0.9673 0.1687 0.9643 0.141
H 1.1175 1.7676 0.6589 0.159
H 1.4606 3.0687 3.0243 0.083
```

LUMO level (eV): -2.96
Total charge: +1
HOMO-LUMO gap (eV): 8.45
Energy relative to the best compared isomer or geometry (same formula, charge and spin) (kJ/mol): 30.4
F_max (hartree/bohr): 0.0321


# 2
Computed, not measured: C41H109AgN6O18 as an isolated structure in a non-equilibrium geometry, with wB97M-V/def2-TZVPD.

Structure (XYZ):
```
175
Properties=species:S:1:pos:R:3:lowdin_charge:R:1
Ag 24.5795 22.4524 -34.9814 0.811
C 20.7504 20.6249 -33.2326 -0.006
C 21.2322 21.6445 -32.2061 -0.429
C 20.6084 21.2405 -30.8498 -0.130
C 21.2534 20.0407 -30.2069 -0.168
C 22.7439 20.2747 -29.9892 -0.138
C 23.4595 20.6221 -31.3172 -0.437
N 22.7118 21.6608 -32.0251 -0.091
O 23.3304 22.1634 -32.9766 -0.071
C 23.6558 19.2567 -32.0118 -0.004
C 24.8444 21.0822 -30.8517 -0.004
C 20.5868 22.9932 -32.4966 -0.013
H 21.1918 19.6291 -33.1211 0.067
H 20.8678 20.8982 -34.2816 0.082
H 19.7131 20.3449 -33.0350 0.102
H 19.5867 20.9220 -31.0617 0.124
H 20.5790 22.0472 -30.1143 0.090
H 21.0672 19.0460 -30.6301 0.121
H 20.8851 19.8422 -29.1889 0.093
H 23.2458 19.4232 -29.5322 0.109
H 22.8565 21.0738 -29.2453 0.112
H 22.6528 18.8682 -32.1832 0.058
H 24.0821 18.5418 -31.3149 0.086
H 24.2512 19.3512 -32.9094 0.066
H 25.3188 20.3625 -30.1893 0.092
H 24.7996 22.0819 -30.4113 0.085
H 25.5513 21.2273 -31.6780 0.066
H 21.0207 23.7641 -31.8537 0.088
H 19.5427 22.7881 -32.2749 0.098
H 20.7188 23.4173 -33.4926 0.065
C 26.0317 16.5050 -28.8794 -0.053
C 27.5383 16.3243 -28.9957 -0.441
C 28.3322 17.5664 -29.3316 -0.217
O 29.6727 17.3338 -28.9501 -0.210
C 30.6086 18.3125 -29.3644 -0.085
N 28.0571 15.7581 -27.7373 0.039
H 25.6203 15.5270 -29.1404 0.075
H 25.6778 17.2171 -29.6417 0.060
H 25.6695 16.8704 -27.9206 0.072
H 27.8120 15.5999 -29.7769 0.121
H 28.0114 18.4607 -28.7567 0.133
H 28.1755 17.8689 -30.3822 0.118
H 31.5334 17.7937 -29.1129 0.095
H 30.5592 19.2109 -28.7503 0.069
H 30.5623 18.4762 -30.4415 0.090
H 27.6955 14.8141 -27.6285 0.077
H 29.0629 15.6459 -27.8300 0.068
C 18.5791 18.9310 -27.7283 -0.063
C 17.3679 18.3696 -28.4676 -0.440
C 17.2786 16.8641 -28.1307 -0.211
O 16.1800 16.2487 -28.7607 -0.183
C 16.1644 16.1757 -30.1532 -0.118
N 16.1670 19.0872 -28.0383 0.054
H 18.6719 18.6861 -26.6704 0.089
H 18.5515 20.0209 -27.7745 0.060
H 19.4500 18.5767 -28.2896 0.060
H 17.5386 18.3355 -29.5411 0.114
H 17.0850 16.6674 -27.0760 0.131
H 18.2558 16.4251 -28.3887 0.126
H 16.7442 15.3306 -30.5447 0.090
H 16.5528 17.0874 -30.6151 0.073
H 15.1384 16.0341 -30.4854 0.093
H 15.4037 18.7155 -28.5972 0.072
H 16.0024 18.8570 -27.0641 0.082
C 30.2263 21.9016 -29.3866 -0.096
C 29.8923 23.4030 -29.5196 -0.381
C 30.7976 24.2744 -28.6810 -0.234
O 30.4420 25.6079 -28.9634 -0.193
C 30.9259 26.5552 -28.0354 -0.108
N 30.1618 23.6668 -30.9783 0.027
H 30.3799 21.5309 -28.3540 0.073
H 31.2671 21.7480 -29.6914 0.078
H 29.4967 21.2826 -29.8986 0.064
H 28.8670 23.7012 -29.3195 0.140
H 31.8781 24.1403 -28.8370 0.135
H 30.6037 24.0895 -27.6121 0.129
H 31.4051 27.3646 -28.5957 0.086
H 31.6945 26.1657 -27.3597 0.084
H 30.0873 26.9786 -27.4751 0.087
H 29.4213 23.3070 -31.5688 0.055
H 30.9931 23.1576 -31.2504 0.057
C 26.7435 15.2714 -33.7896 -0.053
C 26.0505 15.0160 -32.4365 -0.437
C 24.5582 15.0295 -32.4337 -0.201
O 24.0181 16.2940 -32.7477 -0.192
C 22.9790 16.3178 -33.6780 -0.118
N 26.6254 13.7984 -31.8429 0.037
H 26.3293 16.1450 -34.3077 0.056
H 26.6830 14.4072 -34.4525 0.082
H 27.7871 15.5172 -33.5870 0.076
H 26.5042 15.7904 -31.8063 0.115
H 24.1996 14.7600 -31.4287 0.129
H 24.1401 14.2079 -33.0346 0.136
H 22.1002 15.7098 -33.4275 0.099
H 23.3578 15.8775 -34.6169 0.091
H 22.6480 17.3291 -33.9021 0.061
H 26.3104 12.9400 -32.2894 0.077
H 27.6235 13.8189 -32.0258 0.071
C 22.9704 18.6582 -36.6220 -0.040
C 23.5424 19.7602 -35.7423 -0.415
C 24.9781 19.4712 -35.3633 -0.190
O 25.5122 20.3467 -34.3693 -0.296
C 26.8280 20.0134 -33.9393 -0.067
N 23.4129 21.0790 -36.4172 0.003
H 23.0809 18.9115 -37.6818 0.091
H 21.8642 18.6767 -36.6519 0.094
H 23.1072 17.6266 -36.3065 0.069
H 22.9066 19.8897 -34.8600 0.108
H 25.5673 19.6834 -36.2753 0.144
H 25.1379 18.4180 -35.1211 0.123
H 26.8886 20.0094 -32.8511 0.082
H 27.5928 20.5735 -34.4763 0.100
H 27.0599 18.9535 -34.1334 0.091
H 23.7554 21.0714 -37.3838 0.098
H 22.4202 21.2470 -36.6320 0.056
C 17.6596 25.9436 -31.8206 -0.268
C 16.8035 24.6921 -31.8149 -0.254
O 15.4370 24.9378 -32.0621 -0.045
O 17.5760 26.7971 -32.9409 -0.055
H 18.6878 25.5642 -31.7334 0.097
H 17.5321 26.5529 -30.9120 0.121
H 16.8849 24.2472 -30.8187 0.114
H 17.2924 24.0220 -32.5265 0.109
H 15.0126 24.9388 -31.2005 0.092
H 16.6569 26.8849 -33.2210 0.087
C 19.6208 22.9963 -37.4247 -0.219
C 19.4493 24.0695 -36.3686 -0.250
O 20.2122 25.2490 -36.5563 -0.044
O 20.9103 22.4021 -37.4361 -0.088
H 19.5141 23.5858 -38.3458 0.128
H 18.8002 22.2890 -37.3982 0.127
H 19.5671 23.7315 -35.3319 0.102
H 18.3929 24.3418 -36.4613 0.130
H 21.1137 25.0651 -36.2706 0.069
H 21.5728 23.1005 -37.4085 0.077
C 23.6281 19.3983 -26.1310 -0.219
C 23.3285 20.4683 -25.1058 -0.210
O 22.2659 21.3282 -25.5030 -0.077
O 24.5477 20.0087 -27.0580 -0.082
H 22.7061 19.0699 -26.6260 0.122
H 24.1360 18.5486 -25.6675 0.123
H 24.2117 21.0202 -24.7998 0.129
H 22.9191 19.8981 -24.2610 0.125
H 22.0684 21.1568 -26.4312 0.064
H 24.6916 19.3673 -27.7647 0.052
C 19.5357 23.8189 -28.4287 -0.229
C 20.5416 23.1341 -27.5364 -0.272
O 19.9165 22.4798 -26.4548 -0.044
O 18.6622 22.8750 -29.0344 -0.079
H 20.0081 24.3217 -29.2704 0.105
H 18.9713 24.5195 -27.8021 0.133
H 21.2857 23.8760 -27.2307 0.114
H 21.0160 22.3547 -28.1599 0.091
H 20.6306 22.3415 -25.8108 0.064
H 18.3783 22.2226 -28.3816 0.078
C 21.7220 26.2058 -33.1611 -0.236
C 21.7843 27.4386 -32.3213 -0.258
O 23.0474 28.0604 -32.3205 -0.035
O 22.7261 25.3008 -32.7293 -0.071
H 21.8193 26.5091 -34.2141 0.117
H 20.7733 25.6556 -33.1411 0.097
H 21.4012 27.4017 -31.2954 0.116
H 21.0336 28.1534 -32.7015 0.128
H 23.0225 28.8629 -32.8447 0.088
H 22.5366 24.4460 -33.1335 0.025
C 23.1330 24.2463 -29.1574 -0.246
C 22.6968 25.5717 -28.5372 -0.261
O 23.3918 26.6296 -29.1290 -0.030
O 23.7618 24.3761 -30.4068 -0.044
H 22.3403 23.4804 -29.1481 0.075
H 23.7872 23.7464 -28.4181 0.123
H 22.9077 25.5244 -27.4555 0.116
H 21.6057 25.7218 -28.5188 0.100
H 22.9915 27.4563 -28.8440 0.098
H 23.4344 23.6307 -30.9165 0.032
```

LUMO level (spin up / spin down) (eV): -3.37 / -3.36
Total charge: +1
HOMO-LUMO gap (spin up / spin down) (eV): 6.99 / 7.00
Multiplicity: 2
F_max (hartree/bohr): 0.0698